w | Below is 2 unconnected molecules or ions with the total composition C3H7F2N, with properties calculated with ωB97M-V/def2-TZVPD.

CARTESIAN COORDINATES (ANGSTROEM)
1 C 1.99692 -0.93166 0.50019
2 C -1.65226 -0.14445 0.28183
3 C 1.54925 -0.04049 -0.36291
4 N -1.60828 1.11556 -0.52764
5 F 1.37351 1.21879 -0.04032
6 F 1.27859 -0.26553 -1.61271
7 H -0.83585 0.93652 -1.09794
8 H 2.32396 -1.87083 0.16443
9 H 2.13797 -0.80265 1.53216
10 H -2.56099 -0.63040 -0.24982
11 H -0.62604 -0.62429 0.19193
12 H -1.89127 0.08214 1.26554
13 H -1.48550 1.95731 -0.04474

For the HOMO energy, the calculation gives -8.96 eV. As for the structure (SMILES): C=C(F)F.CN.

***

x | Below is a single C3H7F2N molecule, with properties calculated with ωB97M-V/def2-TZVPD.

CARTESIAN COORDINATES (ANGSTROEM)
1 C 0.18318 -0.12564 1.02531
2 C -0.46721 -0.70331 -0.13330
3 C -0.89581 0.26211 -1.15771
4 H 1.68619 1.07852 1.51015
5 H 1.81628 0.51593 -0.38127
6 H -0.25148 0.73890 1.45038
7 H -0.00828 -0.78728 1.91974
8 H -1.51810 -1.28527 0.05142
9 H -1.42586 1.06735 -0.54511
10 H -1.53688 0.01821 -2.01379
11 N 1.64842 0.07257 0.73013
12 F 0.43198 -1.65516 -0.70790
13 F 0.33756 0.80307 -1.74804

For the HOMO energy, the calculation gives -9.51 eV. As for the structure (SMILES): NC[C@H](F)CF.

***

w (0.0364 hartree below the next structure)

***

w | Below is 2 unconnected molecules or ions with the total composition C3H6OS2, with properties calculated with ωB97M-V/def2-TZVPD.

CARTESIAN COORDINATES (ANGSTROEM)
1 C 0.50408 -1.49557 0.38978
2 C 0.65406 0.64700 -0.96430
3 C 0.18153 -0.04148 0.32129
4 O 0.98569 -2.04615 -0.57096
5 S -2.27732 -0.48336 -0.16310
6 S 0.05668 0.50304 1.91413
7 H 0.39541 -1.98060 1.44879
8 H 0.12737 1.58064 -1.13835
9 H 1.69812 0.80891 -0.73094
10 H 0.52743 0.00099 -1.84821
11 H -2.19119 0.80467 -0.40568
12 H -0.66187 1.70192 1.74755

For the HOMO energy (alpha / beta), the calculation gives -8.78 / -8.78 eV.

***

x | Below is a single C3H6OS2 molecule, with properties calculated with ωB97M-V/def2-TZVPD.

CARTESIAN COORDINATES (ANGSTROEM)
1 C 1.20978 -1.04054 1.35741
2 C -0.41083 -0.31780 -0.20415
3 C -1.15159 0.99802 -0.59750
4 H 1.54532 -0.71548 2.35082
5 H 0.75711 -2.05441 1.46331
6 H 1.95178 -1.12224 0.54412
7 H -0.73761 1.68871 0.16579
8 H -2.22340 1.00848 -0.38005
9 H 0.33085 1.65401 -2.30713
10 O 0.26999 -0.04113 0.87787
11 S -0.52748 -1.74573 -0.99829
12 S -1.01391 1.68811 -2.27219

For the HOMO energy, the calculation gives -8.87 eV. As for the structure (SMILES): COC(=S)CS.

***

x (0.0572 hartree below the next structure)

***

w | Below is a molecular structure, C3H6OS2, with properties calculated with ωB97M-V/def2-TZVPD.

CARTESIAN COORDINATES (ANGSTROEM)
1 C 0.73209 0.14982 -0.74925
2 C -0.59443 -0.55627 -0.90212
3 C -0.05841 0.04183 0.40571
4 H 1.08935 2.24709 0.02328
5 H 1.76140 -0.52113 -0.73690
6 H -1.61961 -0.11344 -1.26010
7 H -1.03861 -2.65714 0.63308
8 H 0.03118 -0.61648 1.39924
9 H 0.25540 1.71510 2.11775
10 O 1.01991 1.38047 -1.23808
11 S -0.60523 -2.50239 -1.02570
12 S -0.97304 1.43254 1.33309

For the HOMO energy, the calculation gives -9.44 eV.

***

x | Below is 2 unconnected molecules or ions with the total composition C3H6OS2, with properties calculated with ωB97M-V/def2-TZVPD.

CARTESIAN COORDINATES (ANGSTROEM)
1 C -0.79159 0.32399 0.77604
2 C -1.31168 -1.01611 0.27249
3 O -2.44008 -1.46069 0.13680
4 C 0.45731 0.73988 -0.00726
5 S 1.93518 0.25963 1.06546
6 S 1.74139 0.13902 -2.63529
7 H -0.56047 0.21332 1.86897
8 H -1.69329 1.01729 0.71727
9 H -0.58903 -1.85590 0.31517
10 H 0.61646 1.81732 -0.07671
11 H 0.46115 0.23440 -0.97057
12 H 2.17466 -0.41215 -1.46238

For the HOMO energy, the calculation gives -9.21 eV.

***

x (0.0446 hartree below the next structure)